(1)
{"formula": "C3H10N", "method": "ωB97M-V/def2-TZVPD", "homo_lumo_gap_ev": 12.17, "total_energy_ha": -174.79272, "homo_energy_ev": -16.02, "total_charge": 1, "smiles": "CCC[NH3+]", "species": ["C", "C", "C", "N", "H", "H", "H", "H", "H", "H", "H", "H", "H", "H"], "coordinates": [[0.14293, -0.44086, 0.66815], [0.25187, 0.32733, -0.62537], [0.41090, 1.85865, -0.46320], [-0.70314, -1.70956, 0.46142], [1.10145, -0.80536, 1.03354], [-0.32082, 0.10182, 1.48522], [-0.60763, 0.19101, -1.29342], [1.08300, -0.05641, -1.21188], [-0.51360, 2.24966, -0.10645], [1.02888, 2.12059, 0.38994], [0.79655, 2.19408, -1.40886], [-0.66078, -1.88487, -0.54607], [-0.32709, -2.55198, 0.89769], [-1.68253, -1.59409, 0.71927]], "lowdin_charge": [-0.131, -0.246, -0.067, 0.195, 0.137, 0.133, 0.118, 0.117, 0.072, 0.082, 0.085, 0.160, 0.172, 0.174]}

---

(2)
{"formula": "C3H10N", "method": "ωB97M-V/def2-TZVPD", "homo_lumo_gap_ev": [8.18, 9.73], "total_energy_ha": -174.62330, "homo_energy_ev": [-12.93, -13.80], "total_charge": 1, "species": ["C", "C", "C", "N", "H", "H", "H", "H", "H", "H", "H", "H", "H", "H"], "coordinates": [[1.34536, 0.98615, 0.38491], [-2.47843, 0.36067, 0.01566], [0.42894, 0.03911, -0.32314], [0.74517, -1.40925, -0.07839], [0.88822, 1.91850, 0.63873], [1.96100, 0.42470, 1.09304], [2.14678, 1.19800, -0.42289], [-2.29482, 0.58348, -1.08835], [-2.25248, 1.17380, 0.50602], [-3.17919, -0.41135, 0.36649], [0.12231, 0.20212, -1.30133], [1.18327, -1.39642, 0.92692], [1.52373, -1.78082, -0.64652], [-0.13986, -1.88867, -0.07114]], "lowdin_charge": [-0.060, 0.129, -0.126, 0.170, 0.083, 0.078, 0.129, 0.036, -0.078, 0.025, 0.080, 0.205, 0.180, 0.150]}

---

(3)
{"formula": "C3H10N2", "method": "ωB97M-V/def2-TZVPD", "homo_lumo_gap_ev": 10.54, "total_energy_ha": -229.69954, "homo_energy_ev": -9.86, "total_charge": 0, "smiles": "C=N.CCN", "species": ["C", "N", "H", "H", "H", "C", "C", "N", "H", "H", "H", "H", "H", "H", "H"], "coordinates": [[-2.31996, -1.89221, -0.19230], [-1.71616, -2.56518, 0.82693], [-3.11147, -1.13154, -0.48446], [-2.07097, -2.48932, -1.09242], [-1.32009, -3.44334, 0.49630], [0.63404, 2.51578, -0.35437], [1.85244, 1.52539, -0.01154], [1.44362, 0.04100, -0.01569], [0.17341, 2.24319, -1.32179], [0.96028, 3.53710, -0.47915], [-0.21532, 2.53003, 0.51579], [2.25205, 1.77382, 0.98128], [2.74467, 1.63942, -0.73063], [0.82890, 0.14886, -0.87846], [0.66723, -0.03268, 0.66412]], "lowdin_charge": [-0.101, -0.019, 0.077, 0.034, 0.017, -0.129, -0.320, -0.049, 0.050, 0.034, 0.114, 0.081, 0.112, 0.055, 0.043]}

---

(4)
{"formula": "C3H10N2", "method": "ωB97M-V/def2-TZVPD", "homo_lumo_gap_ev": 9.46, "total_energy_ha": -229.74721, "homo_energy_ev": -8.41, "total_charge": 0, "smiles": "C=N.CNC", "species": ["C", "N", "H", "H", "H", "C", "N", "C", "H", "H", "H", "H", "H", "H", "H"], "coordinates": [[1.80948, 1.54067, -2.14336], [2.25901, 1.33509, -0.96667], [1.03080, 0.86959, -2.50074], [2.38210, 2.16103, -2.82988], [3.03940, 1.96447, -0.83045], [-2.13856, -0.26888, 0.55992], [-1.05876, -0.45503, 1.52427], [-0.09941, -1.46563, 1.16404], [-2.26756, -1.22135, 0.05071], [-1.94132, 0.50767, -0.18859], [-3.06881, -0.00232, 1.06626], [-0.55910, 0.39587, 1.74654], [0.18333, -1.60949, 0.10849], [0.82086, -1.28533, 1.72853], [-0.39145, -2.46637, 1.51093]], "lowdin_charge": [-0.136, 0.010, 0.053, 0.058, 0.023, -0.144, -0.186, -0.187, 0.070, 0.069, 0.066, 0.090, 0.071, 0.074, 0.069]}

---

(5)
{"formula": "C3H10N2", "method": "ωB97M-V/def2-TZVPD", "homo_lumo_gap_ev": 9.63, "total_energy_ha": -229.72058, "homo_energy_ev": -8.44, "total_charge": 0, "smiles": "CCNCN", "species": ["C", "C", "N", "C", "N", "H", "H", "H", "H", "H", "H", "H", "H", "H", "H"], "coordinates": [[1.81218, 1.62671, 0.78964], [0.91553, 0.36063, 0.41493], [0.07459, 0.14100, -0.72062], [-0.69721, -1.14762, -0.61257], [-2.00237, -1.03464, -0.04679], [1.76868, 2.47564, 0.09715], [2.92783, 1.39301, 0.80469], [1.22439, 2.06133, 1.66361], [1.76139, -0.27894, 0.44431], [0.19737, 0.27078, 1.17436], [-0.69907, 0.84316, -0.89078], [0.06628, -1.87971, -0.06618], [-0.69944, -1.46595, -1.64584], [-2.38024, -1.69073, 0.66309], [-2.85569, -0.51145, -0.42455]], "lowdin_charge": [-0.089, -0.325, -0.119, -0.337, -0.029, 0.045, 0.083, 0.080, 0.081, 0.075, 0.121, 0.155, 0.081, 0.073, 0.104]}

---

(6)
{"formula": "C3H10N2", "method": "ωB97M-V/def2-TZVPD", "homo_lumo_gap_ev": 9.29, "total_energy_ha": -229.73527, "homo_energy_ev": -8.43, "total_charge": 0, "smiles": "C=N.CNC", "species": ["C", "N", "H", "H", "H", "C", "N", "C", "H", "H", "H", "H", "H", "H", "H"], "coordinates": [[-0.49821, -2.94531, -2.95418], [-1.55467, -3.51782, -2.59575], [-0.12719, -2.90466, -3.98411], [0.27675, -2.49029, -2.33144], [-1.54919, -3.82182, -1.62343], [-0.24761, 0.49716, 1.19021], [0.95611, 1.32376, 1.17005], [0.78370, 2.66462, 1.67957], [0.07057, -0.53530, 1.23551], [-0.88154, 0.81720, 2.01995], [-0.95483, 0.73019, 0.37737], [1.49362, 1.13559, 0.34258], [1.59209, 3.29687, 1.31525], [0.81394, 2.63164, 2.76981], [-0.17353, 3.11816, 1.38862]], "lowdin_charge": [-0.166, 0.017, 0.056, 0.053, 0.040, -0.152, -0.204, -0.160, 0.068, 0.070, 0.071, 0.089, 0.074, 0.073, 0.071]}

---

(7)
{"formula": "C3H10N2", "method": "ωB97M-V/def2-TZVPD", "homo_lumo_gap_ev": 9.02, "total_energy_ha": -229.77934, "homo_energy_ev": -7.95, "total_charge": 0, "smiles": "C=CNC.N", "species": ["C", "C", "N", "C", "H", "H", "H", "H", "H", "H", "H", "N", "H", "H", "H"], "coordinates": [[-1.60284, -1.03337, -1.29002], [-0.87399, -0.28231, -0.45991], [-1.35228, 0.67388, 0.41803], [-0.51072, 1.83599, 0.66889], [-2.67903, -0.95480, -1.35088], [-1.08898, -1.78456, -1.87060], [0.20286, -0.41484, -0.41140], [-2.33020, 0.89423, 0.30539], [-0.90006, 2.41045, 1.50542], [0.49428, 1.50225, 0.91882], [-0.44019, 2.49278, -0.20493], [2.74751, -1.03699, 0.40002], [3.70554, -1.35429, 0.52041], [2.36604, -1.57731, -0.37684], [2.26208, -1.37111, 1.22759]], "lowdin_charge": [-0.023, -0.269, -0.105, -0.115, 0.040, 0.033, 0.081, 0.115, 0.073, 0.072, 0.077, 0.000, 0.006, 0.005, 0.008]}

---

(8)
{"formula": "C3H10N2", "method": "ωB97M-V/def2-TZVPD", "homo_lumo_gap_ev": [3.95, 8.81], "spin_multiplicity": 3, "total_energy_ha": -229.54916, "homo_energy_ev": [-2.93, -11.73], "total_charge": 0, "species": ["C", "C", "C", "N", "N", "H", "H", "H", "H", "H", "H", "H", "H", "H", "H"], "coordinates": [[-1.91743, -0.03888, 0.19214], [1.70433, 0.79913, 0.08740], [-0.59832, 0.44083, -0.45889], [0.88020, -1.35141, 0.09396], [0.50342, 0.02089, 0.32851], [-2.43701, 0.67316, 0.87388], [-2.60200, -0.27870, -0.57746], [-1.67414, -0.98937, 0.73315], [2.36681, 0.30722, -0.74426], [1.52630, 1.83117, -0.13056], [2.20784, 0.78662, 1.03343], [-0.51450, -0.05724, -1.50954], [-0.60835, 1.57010, -0.40660], [1.10942, -1.89701, 0.89241], [0.05343, -1.81650, -0.40754]], "lowdin_spin": [0.106, 0.108, 0.121, 0.596, 0.473, 0.005, 0.013, 0.052, 0.024, 0.009, 0.024, 0.069, 0.010, 0.189, 0.200]}

---

(9)
{"formula": "C3H10N2O", "method": "ωB97M-V/def2-TZVPD", "homo_lumo_gap_ev": 8.54, "total_energy_ha": -305.00130, "homo_energy_ev": -7.69, "total_charge": 0, "smiles": "C/C(N)=C/N.O", "species": ["C", "C", "C", "N", "N", "H", "H", "H", "H", "H", "H", "H", "H", "H", "H", "O"], "coordinates": [[-1.47817, -1.29915, 1.03926], [-0.43418, -0.48613, 0.45130], [-0.67416, 0.72049, -0.02801], [0.18535, 1.84116, -0.20285], [0.86652, -1.17365, 0.65679], [-1.75239, -2.30189, 0.53850], [-2.42925, -0.70335, 1.08675], [-1.39836, -1.47992, 2.08630], [-1.78646, 0.93697, -0.12673], [0.78388, 1.96881, 0.65763], [-0.32665, 2.76350, -0.26655], [0.65426, -2.05131, 0.26085], [1.71597, -0.63527, 0.17191], [1.26732, 0.82883, -1.86505], [2.63406, 0.61230, -2.63053], [2.17226, 0.45862, -1.82958]], "lowdin_charge": [-0.109, -0.424, -0.208, -0.011, 0.055, 0.108, 0.083, 0.066, 0.122, 0.110, 0.101, 0.037, 0.112, 0.020, 0.010, -0.072]}

---

(10)
{"formula": "C3H10N2O", "method": "ωB97M-V/def2-TZVPD", "homo_lumo_gap_ev": 10.28, "total_energy_ha": -305.01059, "homo_energy_ev": -9.44, "total_charge": 0, "smiles": "NC=O.CCN", "species": ["C", "C", "N", "H", "H", "H", "H", "H", "H", "H", "C", "N", "O", "H", "H", "H"], "coordinates": [[0.43791, -0.93343, -2.28850], [0.66079, -1.03346, -0.76703], [1.11894, 0.31595, -0.18202], [-0.52032, -0.59955, -2.46386], [0.37728, -1.99821, -2.69481], [1.25321, -0.48259, -2.84356], [1.45415, -1.69825, -0.59260], [-0.10655, -1.42137, -0.13819], [1.80892, 0.76841, -0.83414], [1.55999, 0.20860, 0.81101], [-1.47466, 1.24365, 2.65718], [-1.25502, 0.89917, 1.33691], [-0.82579, 0.71220, 3.63234], [-2.05060, 2.12564, 2.85888], [-0.59310, 0.37562, 0.74378], [-1.84518, 1.51763, 0.76461]], "lowdin_charge": [-0.087, -0.296, -0.075, 0.031, 0.096, 0.070, 0.070, 0.086, 0.078, 0.118, -0.342, 0.099, -0.087, 0.106, 0.041, 0.091]}

---

(11)
{"formula": "C3H10N2O", "method": "ωB97M-V/def2-TZVPD", "homo_lumo_gap_ev": 8.09, "total_energy_ha": -304.85409, "homo_energy_ev": -7.07, "total_charge": 0, "species": ["C", "C", "C", "N", "N", "O", "H", "H", "H", "H", "H", "H", "H", "H", "H", "H"], "coordinates": [[-0.64716, -0.59805, 0.10320], [0.26422, -0.08008, -0.84296], [-1.66234, 0.64948, -1.24208], [2.15529, 0.09756, 1.07044], [-0.63726, -0.20279, 1.38536], [1.87602, -0.78706, -0.02005], [-1.18874, -1.50510, -0.14737], [2.89397, 0.74158, 0.78217], [2.55610, -0.47431, 1.81439], [0.30492, 0.02344, 1.74833], [-1.26076, -0.66564, 2.02757], [0.41756, -0.62729, -1.75985], [0.66480, 0.91954, -0.77952], [-2.01548, 1.32874, -0.47129], [-2.43279, -0.04032, -1.57958], [-1.28835, 1.22029, -2.08876]], "lowdin_charge": [-0.283, -0.101, -0.010, -0.127, 0.098, -0.353, 0.137, 0.065, 0.066, 0.078, 0.100, 0.113, 0.102, 0.041, 0.034, 0.039]}

---

(12)
{"formula": "C3H10N2O", "method": "ωB97M-V/def2-TZVPD", "homo_lumo_gap_ev": 8.86, "total_energy_ha": -304.90761, "homo_energy_ev": -8.31, "total_charge": 0, "species": ["C", "C", "N", "C", "N", "H", "H", "H", "H", "H", "H", "H", "H", "H", "H", "O"], "coordinates": [[0.10354, -1.59684, -1.57127], [0.12229, -0.17391, -0.85152], [-0.18620, 2.36560, -0.15038], [-0.13485, 1.09649, 0.54916], [-0.82431, -0.02380, 0.31903], [0.76118, -1.63247, -2.39139], [-0.91917, -1.75497, -1.89271], [0.43731, -2.49513, -0.75481], [-0.30592, 0.53512, -1.50582], [1.22513, -0.12010, -0.55237], [0.02945, 3.22401, 0.28246], [-1.16076, 2.51399, -0.36829], [0.64171, 1.15000, 1.35601], [0.18457, -1.75955, 2.91680], [-0.18038, -0.57508, 1.85179], [0.20642, -0.75338, 2.76330]], "lowdin_charge": [-0.076, -0.315, 0.104, -0.272, -0.035, 0.030, 0.051, 0.138, 0.077, 0.134, 0.071, 0.095, 0.137, 0.067, -0.038, -0.167]}

---

(13)
{"formula": "C3H10N2O", "method": "ωB97M-V/def2-TZVPD", "homo_lumo_gap_ev": 8.69, "total_energy_ha": -304.86853, "homo_energy_ev": -7.62, "total_charge": 0, "species": ["C", "C", "C", "N", "N", "O", "H", "H", "H", "H", "H", "H", "H", "H", "H", "H"], "coordinates": [[-0.46338, -0.40948, -0.31712], [0.86823, -1.91293, -0.23796], [-1.19119, 1.79831, 0.24142], [0.21335, 0.40026, 0.53608], [1.38193, 0.98241, 0.10856], [-1.59575, -1.01238, 0.15206], [-1.53355, -0.99745, 1.11941], [-0.50709, -0.21022, -1.38571], [2.15794, 0.75840, 0.71871], [1.61311, 0.89994, -0.87818], [0.28896, -2.73429, -0.65541], [1.16936, -2.12098, 0.78696], [1.70730, -1.62835, -0.87194], [-2.21444, 1.52340, -0.00463], [-1.15612, 2.25683, 1.22744], [-0.73866, 2.40653, -0.53969]], "lowdin_charge": [-0.464, -0.021, 0.043, -0.125, 0.006, -0.013, 0.116, 0.133, 0.093, 0.091, 0.018, 0.023, 0.005, 0.034, 0.030, 0.033]}

---

(14)
{"formula": "C3H10N2O", "method": "ωB97M-V/def2-TZVPD", "homo_lumo_gap_ev": 9.46, "total_energy_ha": -305.01547, "homo_energy_ev": -8.76, "total_charge": 0, "smiles": "NC=O.CNC", "species": ["C", "N", "O", "H", "H", "H", "C", "N", "C", "H", "H", "H", "H", "H", "H", "H"], "coordinates": [[-1.14447, 1.69666, -0.32179], [-2.00806, 2.75879, 0.01653], [-1.36275, 0.81785, -1.10289], [-0.18104, 1.70253, 0.22970], [-2.40057, 2.62747, 0.94401], [-1.48685, 3.62709, 0.09163], [-0.04073, -1.51082, 0.80010], [0.53003, -1.72428, -0.52863], [1.90429, -1.23355, -0.59619], [0.39561, -2.20253, 1.52137], [0.15186, -0.49307, 1.17423], [-1.12006, -1.64532, 0.77088], [-0.02848, -1.12765, -1.12799], [2.00910, -0.25339, -0.10313], [2.18570, -1.10944, -1.64184], [2.59644, -1.93034, -0.12600]], "lowdin_charge": [-0.385, 0.057, 0.069, 0.117, 0.087, 0.079, -0.167, -0.174, -0.155, 0.074, 0.051, 0.076, 0.061, 0.065, 0.074, 0.072]}

---

(15)
{"formula": "C3H10N2O", "method": "ωB97M-V/def2-TZVPD", "homo_lumo_gap_ev": 7.73, "total_energy_ha": -304.98501, "homo_energy_ev": -6.87, "total_charge": 0, "smiles": "C/C(N)=C/N.O", "species": ["C", "C", "C", "N", "N", "H", "H", "H", "H", "H", "H", "H", "H", "H", "H", "O"], "coordinates": [[-1.03422, 1.38119, 0.96123], [-0.84429, -0.10427, 0.43195], [0.41860, -0.60913, 0.48684], [0.44734, -1.97102, 0.05911], [-1.87422, -0.84070, -0.14437], [-0.93219, 2.05328, 0.09125], [-0.20580, 1.59264, 1.70202], [-2.08478, 1.42452, 1.38063], [1.37338, -0.24492, 1.02469], [1.18175, -2.75002, 0.02596], [-0.38124, -2.33643, -0.37188], [-2.78557, -0.46663, 0.04137], [-1.85706, -1.65445, -0.65504], [3.30866, 1.73736, -1.10787], [2.17157, 1.27675, -1.89113], [3.09808, 1.51185, -2.03478]], "lowdin_charge": [-0.054, -0.406, -0.194, -0.026, 0.084, 0.060, 0.080, 0.076, 0.130, 0.114, 0.022, 0.085, 0.039, 0.039, 0.022, -0.072]}

---

Record order is preserved below.
Maximum force: 1.90, 5.68, 5.53, 1.81, 3.32, 1.40, 0.47, 4.57, 4.36, 6.74, 2.10, 4.62, 7.18, 1.17, 3.91 eV Å⁻¹